A cluster of 10 separate species, C53H135N11O18 in total at a distorted geometry, computed with ωB97M-V/def2-TZVPD.

```
217
Properties=species:S:1:pos:R:3:forces:R:3:lowdin_charge:R:1
C 17.198 -17.550 -17.984 -0.75 -0.69 -0.98 -0.094
O 16.394 -18.620 -17.478 1.36 0.05 0.56 -0.209
C 16.914 -19.896 -17.919 -1.23 1.60 0.03 -0.201
C 16.152 -20.973 -17.219 0.07 -0.66 -1.17 -0.366
C 16.688 -22.353 -17.812 0.22 2.54 0.61 -0.001
N 14.683 -20.770 -17.391 0.99 -0.65 0.25 0.090
H 16.888 -17.454 -19.015 0.04 0.49 -0.61 0.060
H 18.275 -17.695 -18.025 0.23 -0.55 0.49 0.075
H 17.018 -16.625 -17.476 -0.39 0.36 0.54 0.086
H 16.710 -19.964 -18.982 0.24 -0.09 -0.60 0.111
H 17.969 -19.896 -17.723 0.80 -0.34 0.04 0.114
H 16.444 -20.902 -16.182 -0.27 -0.22 0.52 0.090
H 17.748 -22.445 -17.497 -0.42 0.13 -0.69 0.072
H 16.539 -22.382 -18.910 0.17 -0.24 0.69 0.085
H 16.198 -23.106 -17.276 -1.01 -1.51 0.28 0.047
H 14.409 -19.784 -17.270 0.42 -0.46 -0.15 0.056
H 14.463 -21.069 -18.337 -0.19 0.12 0.13 0.040
C 15.068 -20.470 -14.135 -0.65 -1.38 0.71 -0.112
O 14.481 -20.606 -12.823 0.30 0.68 -0.13 -0.216
C 15.290 -19.895 -11.838 -1.39 -0.85 -0.96 -0.194
C 14.485 -19.784 -10.561 -0.80 0.98 -0.50 -0.193
N 13.282 -18.898 -10.683 0.10 -1.52 -0.46 -0.052
C 12.413 -19.017 -9.501 1.42 1.79 1.19 -0.218
C 11.734 -20.319 -9.156 0.67 -0.01 -0.58 -0.258
O 10.621 -20.430 -9.980 -0.82 -0.39 -0.58 -0.185
C 10.598 -21.551 -10.864 0.89 0.60 1.25 -0.086
H 14.383 -20.982 -14.838 0.56 0.13 0.33 0.059
H 16.063 -20.981 -14.138 -0.63 0.78 -0.15 0.087
H 15.071 -19.422 -14.427 0.66 0.17 -0.06 0.077
H 15.620 -18.988 -12.326 0.15 0.60 0.36 0.116
H 16.114 -20.550 -11.645 1.00 -0.14 0.25 0.099
H 15.101 -19.309 -9.787 0.02 -0.64 0.09 0.124
H 14.181 -20.827 -10.370 0.32 0.24 0.59 0.111
H 12.767 -19.296 -11.466 -0.07 0.33 -0.21 0.092
H 11.642 -18.191 -9.563 0.71 -1.01 0.17 0.135
H 13.113 -18.765 -8.650 -0.84 -0.04 -0.51 0.123
H 11.493 -20.306 -8.106 -0.57 0.07 0.52 0.113
H 12.358 -21.209 -9.288 0.35 0.19 0.00 0.105
H 10.221 -21.167 -11.785 -0.30 -0.15 -0.83 0.079
H 9.952 -22.287 -10.415 -0.33 -0.63 -0.20 0.082
H 11.623 -21.966 -10.979 -0.57 0.17 -0.17 0.083
C 10.387 -15.341 -17.821 0.99 0.69 2.00 -0.154
O 10.382 -15.271 -19.189 -0.17 -0.44 -0.86 -0.208
C 11.502 -14.638 -19.769 -0.41 -1.49 -1.01 -0.194
C 12.851 -15.380 -19.544 -0.78 -0.61 -0.47 -0.173
N 12.852 -16.704 -20.215 -0.26 -0.26 0.57 -0.024
C 14.141 -17.382 -20.076 -0.09 -0.39 -0.22 -0.202
C 14.409 -18.360 -21.200 0.67 0.65 -0.61 -0.241
O 13.333 -19.207 -21.392 -0.55 -0.87 -0.39 -0.172
C 13.434 -20.314 -20.564 -1.16 -1.56 0.72 -0.124
H 9.356 -15.447 -17.509 -0.12 -0.58 0.25 0.084
H 10.718 -14.377 -17.322 -0.10 -0.61 -0.63 0.102
H 11.072 -16.138 -17.406 -0.86 0.47 -0.35 0.080
H 11.431 -13.611 -19.466 0.80 0.76 0.34 0.107
H 11.232 -14.683 -20.853 0.70 0.11 0.63 0.134
H 13.147 -15.518 -18.480 -0.17 0.65 -0.39 0.105
H 13.574 -14.802 -20.114 0.41 0.28 0.40 0.111
H 12.141 -17.350 -19.826 0.23 0.86 -0.52 0.084
H 14.248 -17.992 -19.147 -0.01 0.82 -0.10 0.116
H 14.932 -16.654 -20.180 0.39 0.39 0.52 0.106
H 15.322 -18.924 -20.931 -0.10 0.04 -0.11 0.098
H 14.614 -17.914 -22.187 -0.16 0.37 0.45 0.133
H 12.753 -21.140 -20.886 0.39 0.78 -0.15 0.104
H 13.102 -20.129 -19.503 0.58 0.15 -0.76 0.088
H 14.460 -20.708 -20.635 -0.13 -0.08 0.46 0.080
C 20.217 -22.902 -11.277 -0.25 0.98 -1.56 -0.075
O 20.447 -21.690 -12.039 -0.17 -0.75 0.36 -0.195
C 19.316 -21.372 -12.844 0.18 1.77 1.95 -0.219
C 19.477 -19.903 -13.268 0.25 -0.50 0.00 -0.191
N 18.406 -19.496 -14.154 -0.21 -1.47 0.15 -0.076
C 18.527 -18.129 -14.468 -1.13 1.80 -1.19 -0.222
C 19.756 -17.793 -15.314 0.20 -0.35 -0.12 -0.244
O 19.748 -16.415 -15.471 0.12 0.79 0.20 -0.169
C 20.820 -15.896 -16.169 0.56 1.79 -2.07 -0.145
H 21.136 -23.229 -10.812 0.22 -0.08 -0.18 0.085
H 19.764 -23.632 -11.960 0.42 -0.34 0.23 0.085
H 19.486 -22.688 -10.530 -0.60 0.12 0.85 0.070
H 18.377 -21.462 -12.266 0.24 -0.06 -0.09 0.116
H 19.256 -22.028 -13.665 -0.07 -0.90 -1.36 0.093
H 20.467 -19.821 -13.789 -0.45 0.10 0.93 0.121
H 19.363 -19.206 -12.404 0.73 -0.77 -0.37 0.142
H 18.460 -20.050 -15.006 -0.20 0.07 0.00 0.109
H 18.470 -17.495 -13.559 0.51 -0.44 -0.30 0.135
H 17.617 -17.785 -15.034 0.76 -0.40 0.21 0.122
H 19.777 -18.267 -16.307 -0.69 -0.18 -0.12 0.115
H 20.694 -18.184 -14.906 0.07 0.45 0.59 0.112
H 20.996 -16.312 -17.170 -0.48 -0.81 -0.07 0.075
H 21.817 -15.961 -15.733 -0.16 0.01 0.83 0.086
H 20.609 -14.831 -16.485 0.12 -0.89 1.04 0.108
C 13.847 -24.069 -19.983 -0.07 -1.28 -0.90 -0.107
O 13.309 -23.440 -18.867 1.10 1.21 -0.17 -0.197
C 12.177 -24.075 -18.447 -1.71 -1.07 0.18 -0.266
C 11.664 -23.458 -17.169 1.10 0.83 0.52 -0.157
N 12.707 -23.151 -16.130 0.07 -1.55 -2.07 -0.016
C 12.108 -22.655 -14.941 -1.82 0.50 -0.03 -0.241
C 11.946 -23.649 -13.849 -0.07 -2.01 0.27 -0.163
O 11.252 -24.849 -14.356 -0.91 1.52 1.39 -0.232
C 9.941 -24.815 -13.792 -0.34 -1.68 -1.31 -0.105
H 14.704 -23.535 -20.348 0.11 0.83 -0.34 0.071
H 13.064 -24.221 -20.811 1.12 0.14 1.06 0.126
H 14.320 -25.020 -19.672 -0.66 -0.08 -0.26 0.070
H 12.321 -25.163 -18.348 0.31 0.15 0.25 0.116
H 11.397 -24.010 -19.234 -0.04 0.22 0.27 0.132
H 10.901 -24.037 -16.747 -0.79 -1.53 0.71 0.097
H 11.116 -22.558 -17.368 -0.11 1.11 -0.56 0.083
H 13.349 -22.536 -16.617 0.29 0.47 0.59 0.066
H 11.081 -22.361 -15.229 0.06 0.38 0.44 0.112
H 12.570 -21.799 -14.499 0.59 0.77 0.01 0.095
H 11.486 -23.274 -12.901 0.05 -0.05 -1.04 0.108
H 12.868 -24.096 -13.553 1.21 0.19 0.23 0.116
H 9.415 -25.769 -14.040 0.46 0.66 0.02 0.102
H 9.350 -24.003 -14.196 -0.16 0.39 -0.13 0.084
H 9.968 -24.745 -12.727 0.11 0.12 0.87 0.068
C 14.070 -17.027 -15.853 -0.73 1.35 -0.91 -0.093
O 13.357 -18.036 -16.524 0.56 -0.50 -0.25 -0.224
C 12.474 -18.688 -15.645 -1.58 -0.83 -1.61 -0.184
C 11.608 -19.693 -16.519 0.19 0.49 0.19 -0.179
N 10.812 -18.949 -17.501 -0.34 0.41 -0.88 -0.039
C 9.918 -19.769 -18.416 1.99 0.07 1.89 -0.177
C 9.440 -18.981 -19.567 0.79 0.66 -2.48 -0.181
O 10.608 -18.601 -20.359 -1.40 -0.67 0.33 -0.245
C 10.280 -18.304 -21.704 -0.14 1.48 -0.07 -0.116
H 13.666 -16.080 -16.220 0.04 0.33 0.07 0.083
H 15.105 -17.028 -16.113 0.78 -0.41 -0.07 0.058
H 13.924 -16.993 -14.788 0.03 -0.46 0.62 0.089
H 11.821 -17.912 -15.248 -0.30 -0.21 0.52 0.124
H 13.068 -19.191 -14.897 -0.30 -0.30 0.53 0.084
H 10.896 -20.277 -15.900 0.52 0.42 -0.05 0.111
H 12.309 -20.412 -16.994 -0.26 0.15 0.22 0.085
H 11.424 -18.370 -18.083 -0.15 -0.37 0.29 0.076
H 9.083 -20.021 -17.817 -1.06 -0.55 0.64 0.102
H 10.472 -20.694 -18.637 -0.33 0.07 -0.65 0.108
H 8.912 -18.081 -19.270 0.00 0.32 0.37 0.122
H 8.769 -19.469 -20.313 0.23 -0.41 1.03 0.128
H 11.245 -18.080 -22.121 0.27 -0.22 -0.65 0.065
H 9.701 -17.345 -21.809 0.18 -0.70 0.40 0.101
H 9.719 -19.070 -22.280 0.46 -0.06 0.63 0.093
C 18.965 -24.427 -15.808 0.63 -0.39 0.26 -0.137
O 18.418 -25.328 -16.720 0.48 0.62 -1.18 -0.191
C 17.685 -26.341 -16.104 0.53 -1.72 -1.05 -0.217
C 17.362 -27.462 -17.140 0.07 2.14 -1.23 -0.149
N 16.695 -26.883 -18.364 -0.14 0.26 0.21 -0.065
C 16.308 -27.975 -19.262 -2.57 1.05 1.91 -0.234
C 15.503 -27.510 -20.491 2.35 0.14 1.80 -0.188
O 16.327 -26.545 -21.162 -0.64 -1.36 -0.56 -0.191
C 17.430 -27.297 -21.699 0.16 1.75 0.79 -0.095
H 19.882 -24.848 -15.378 -0.39 -0.28 0.77 0.097
H 18.207 -24.102 -15.110 -0.09 -0.08 0.79 0.083
H 19.360 -23.532 -16.237 -0.14 0.60 -1.16 0.064
H 16.803 -25.907 -15.680 -0.85 0.01 0.41 0.103
H 18.289 -26.829 -15.335 -0.02 0.08 0.36 0.122
H 16.678 -28.164 -16.672 -0.05 -0.14 -0.12 0.093
H 18.268 -27.945 -17.532 0.15 -0.14 0.76 0.117
H 17.253 -26.200 -18.885 0.17 -0.34 0.67 0.111
H 15.568 -28.466 -18.633 -0.11 -0.81 -0.11 0.108
H 17.116 -28.635 -19.387 1.07 -1.14 -0.70 0.082
H 14.605 -27.095 -20.089 -0.57 0.71 -0.21 0.098
H 15.278 -28.407 -21.043 -0.16 -0.20 -0.93 0.116
H 17.101 -28.015 -22.416 -0.26 -0.13 -1.19 0.078
H 17.888 -27.916 -20.932 0.44 0.37 0.14 0.067
H 18.106 -26.495 -22.039 0.01 -0.87 -0.32 0.103
C 18.575 -15.579 -20.955 -0.87 1.73 0.35 -0.091
O 18.951 -15.086 -22.270 0.38 -1.24 2.06 -0.192
C 19.595 -16.081 -23.039 -0.49 0.71 -1.38 -0.241
C 19.834 -15.402 -24.392 1.13 -0.73 0.08 -0.234
N 18.650 -14.988 -25.100 -0.13 0.04 -0.65 -0.052
C 18.865 -14.156 -26.297 1.00 -1.07 1.01 -0.201
C 19.116 -12.679 -26.024 -0.91 -0.19 -0.62 -0.194
O 18.032 -12.030 -25.382 0.35 0.27 2.03 -0.206
C 16.848 -11.755 -26.046 -0.84 -0.80 -0.70 -0.128
H 17.910 -16.463 -20.956 0.66 0.02 -0.47 0.062
H 17.903 -14.748 -20.599 0.80 -0.74 0.10 0.096
H 19.419 -15.711 -20.204 -0.68 0.11 -1.18 0.098
H 18.906 -16.920 -23.144 0.14 -0.29 -0.01 0.106
H 20.590 -16.439 -22.692 -0.56 0.35 0.36 0.124
H 20.294 -16.200 -25.006 0.28 0.54 0.06 0.121
H 20.597 -14.602 -24.171 -0.55 -0.39 -0.45 0.127
H 17.987 -14.557 -24.510 -0.68 0.53 0.94 0.088
H 18.091 -14.328 -27.002 -1.08 -0.02 -0.55 0.089
H 19.732 -14.649 -26.744 0.31 0.58 -0.37 0.117
H 19.255 -12.140 -26.987 0.82 -0.29 0.52 0.132
H 19.915 -12.676 -25.277 0.20 0.72 -0.52 0.119
H 15.950 -11.894 -25.409 0.72 -0.16 0.14 0.092
H 16.761 -12.511 -26.837 -0.45 0.55 -0.43 0.081
H 16.750 -10.719 -26.399 0.47 -0.21 -0.30 0.085
C 17.361 -19.760 -22.925 -1.27 -0.24 -0.28 -0.110
O 18.019 -18.985 -21.927 -0.83 -0.80 -0.85 -0.214
C 18.828 -19.786 -21.101 0.14 0.60 0.81 -0.248
C 20.232 -19.854 -21.619 1.05 -0.43 -0.13 -0.207
N 21.150 -20.293 -20.532 -0.43 0.71 -0.88 -0.062
C 22.010 -21.420 -20.910 0.68 0.35 1.00 -0.210
C 23.028 -21.098 -22.038 -0.78 0.39 -0.10 -0.213
O 23.876 -20.018 -21.633 0.39 -1.28 0.77 -0.208
C 25.078 -20.380 -20.916 -1.16 1.23 -0.53 -0.081
H 18.008 -20.274 -23.661 0.14 0.30 0.53 0.092
H 16.667 -19.124 -23.505 0.57 0.06 0.35 0.091
H 16.683 -20.526 -22.466 0.66 0.37 -0.10 0.090
H 18.450 -20.804 -20.928 -0.25 0.15 -0.19 0.127
H 18.838 -19.295 -20.123 0.08 -0.02 -0.03 0.105
H 20.555 -18.886 -22.064 -0.37 -0.46 0.34 0.125
H 20.297 -20.597 -22.412 -0.10 0.02 -0.31 0.108
H 21.701 -19.447 -20.370 0.32 -0.78 0.37 0.105
H 21.405 -22.331 -21.074 0.10 0.54 -0.38 0.120
H 22.561 -21.657 -19.966 0.01 0.04 -0.78 0.116
H 22.544 -20.617 -22.920 -0.08 -0.88 0.47 0.121
H 23.521 -22.046 -22.354 0.22 0.77 0.16 0.126
H 25.022 -21.052 -20.072 -0.61 -0.47 0.06 0.082
H 25.397 -19.431 -20.543 0.50 0.55 0.40 0.078
H 25.785 -20.700 -21.635 0.95 -0.71 -0.63 0.070
N 12.595 -27.137 -15.432 0.70 -0.38 -1.43 0.164
C 13.760 -27.225 -16.181 0.98 0.69 0.08 -0.593
N 14.159 -25.990 -16.742 -0.30 -1.58 0.54 0.169
O 14.422 -28.254 -16.298 -0.55 0.44 -0.33 0.000
H 12.282 -27.866 -14.834 0.39 -0.90 0.01 0.093
H 12.530 -26.274 -14.994 -0.78 1.87 0.73 0.025
H 13.635 -25.137 -16.597 0.01 -0.03 0.24 0.047
H 15.038 -25.949 -17.262 -0.33 -0.39 0.09 0.064
```
Positions in Å, forces in eV/Å.

Properties
Lowest unoccupied orbital energy (eV): 0.353
Calculated total energy (Eh): -4056.48234
Spin multiplicity: 1
E_HOMO (eV): -8.361